23
Properties=species:S:1:pos:R:3:nbo_charge:R:1 method="wB97M-V/def2-TZVPD" total_charge=0 homo_lumo_gap_ha="0.2331 / 0.2333" e_above_lowest_kcal_mol=61.9
S 0.898 -1.575 1.701 -0.294
S 1.972 -1.819 -0.443 0.655
N 0.106 1.155 -1.680 -0.297
N 0.711 -2.089 -2.755 -0.393
N -0.686 0.679 1.645 -0.542
N -1.184 -1.245 0.282 -0.831
C 0.309 0.000 -1.712 0.568
C -0.839 2.195 -1.482 -0.432
C -0.461 -0.522 1.256 0.289
C 0.375 1.308 2.395 -0.440
C 2.113 -3.208 -1.382 -0.567
C 0.823 -1.217 -1.783 -0.194
C 1.334 -3.193 -2.507 -0.012
H -2.099 -1.144 0.501 0.370
H 1.154 0.617 2.864 0.197
H -0.274 3.000 -1.137 0.223
H 1.028 1.958 1.765 0.190
H 1.297 -3.946 -3.200 0.202
H -0.995 -2.224 0.401 0.386
H -0.062 1.710 3.246 0.199
H 2.941 -3.887 -1.198 0.249
H -1.614 2.037 -0.746 0.243
H -1.206 2.506 -2.497 0.231

---

22
Properties=species:S:1:pos:R:3:nbo_charge:R:1 method="wB97M-V/def2-TZVPD" total_charge=+1 homo_lumo_gap_ha="0.2657 / 0.2216" e_above_lowest_kcal_mol=85.8
N -3.610 -0.537 0.445 -0.301
N 0.498 1.408 -0.331 -0.440
N -3.668 0.229 -0.637 -0.207
N 2.550 0.715 0.497 -0.593
N 1.001 -2.420 -0.697 -0.539
C 1.818 1.589 -0.250 0.209
C 2.730 -0.721 0.019 -0.377
C -1.574 0.251 0.196 -0.238
C -0.209 0.551 0.419 0.006
C 1.543 -1.441 -0.272 0.383
C -2.466 0.712 -0.817 -0.043
C -2.387 -0.567 0.991 0.000
H 3.368 -0.710 -0.872 0.262
H -2.269 1.363 -1.645 0.213
H -2.164 -1.131 1.873 0.235
H 0.289 0.162 1.294 0.239
H -4.445 -0.999 0.776 0.432
H 0.027 -2.674 -0.764 0.417
H 3.256 -1.226 0.837 0.275
H 2.264 2.406 -0.797 0.214
H 3.461 1.079 0.751 0.415
H -0.013 1.961 -1.016 0.437

---

23
Properties=species:S:1:pos:R:3:nbo_charge:R:1 method="wB97M-V/def2-TZVPD" total_charge=+1 smiles="Cc1cc[n+](CS(=O)(=O)OO)cc1" homo_lumo_gap_ha=0.3506 e_above_lowest_kcal_mol=24.1
S 0.704 1.965 -1.512 2.276
O -0.844 3.421 -2.549 -0.428
O 0.376 2.407 -0.168 -0.901
O 0.542 3.118 -2.619 -0.407
O 1.875 1.235 -1.818 -0.888
N -0.614 -0.212 -0.607 -0.315
C 0.650 -2.375 2.754 -0.708
C -0.903 -0.616 1.698 -0.220
C -1.129 0.122 0.611 0.089
C 0.701 -1.873 0.395 -0.238
C 0.289 -1.169 -0.707 0.129
C 0.051 -1.685 1.616 0.146
C -0.779 0.652 -1.704 -0.406
H 0.089 -2.780 3.588 0.269
H 1.507 -2.431 0.177 0.246
H -1.229 -0.446 2.714 0.262
H -0.841 4.395 -2.704 0.508
H 1.332 -3.276 2.604 0.261
H 1.377 -1.661 3.303 0.275
H -1.580 1.370 -1.534 0.274
H -1.858 0.918 0.760 0.259
H -0.552 -0.016 -2.579 0.260
H 0.836 -1.062 -1.718 0.257

---

20
Properties=species:S:1:pos:R:3:nbo_charge:R:1 method="wB97M-V/def2-TZVPD" total_charge=0 smiles="C#CC1=CN(C)[P@](C)(=O)C1" homo_lumo_gap_ha="0.3242 / 0.3241" e_above_lowest_kcal_mol=107.9
P 1.044 0.662 0.765 2.014
O 1.940 0.663 1.899 -1.081
N 0.440 -0.839 0.309 -0.781
C 1.806 1.732 -0.569 -1.012
C 1.339 -2.014 0.229 -0.384
C -0.978 -0.980 0.078 0.063
C -1.057 1.314 0.870 -0.665
C -3.094 0.016 0.231 -0.017
C -1.734 0.076 0.317 -0.205
C -4.305 0.027 0.449 -0.239
H -1.176 1.956 -0.060 0.225
H 2.205 -1.867 0.763 0.219
H 1.180 2.643 -0.652 0.249
H -1.306 -1.936 -0.381 0.221
H 1.546 -2.199 -0.743 0.186
H 2.778 1.939 -0.084 0.265
H -5.233 -0.244 0.907 0.238
H 1.771 1.302 -1.656 0.253
H 0.860 -2.769 0.676 0.197
H -1.320 1.817 1.867 0.256

---

20
Properties=species:S:1:pos:R:3:nbo_charge:R:1 method="wB97M-V/def2-TZVPD" total_charge=+1 homo_lumo_gap_ha=0.3215 e_above_lowest_kcal_mol=49.0
S 3.071 -1.012 0.168 0.547
O -1.859 -2.154 -0.737 -0.611
N -1.008 1.691 0.616 -0.697
C 0.879 0.306 -0.282 -0.145
C 0.368 -2.115 0.242 -0.527
C 1.960 1.224 -0.463 -0.275
C -1.075 -1.724 0.278 0.371
C 1.380 -0.947 0.089 -0.205
C -0.653 0.559 -0.309 -0.254
C 3.135 0.650 -0.178 -0.405
H 0.546 -2.724 -0.655 0.237
H 4.073 1.234 -0.312 0.264
H 1.850 2.204 -0.911 0.232
H -1.106 1.328 1.567 0.438
H -1.283 -2.403 -1.486 0.492
H -1.700 -1.519 1.115 0.210
H -1.073 0.827 -1.282 0.203
H -0.413 2.556 0.652 0.426
H -1.854 2.181 0.327 0.436
H 0.690 -2.596 1.109 0.262

---

19
Properties=species:S:1:pos:R:3:nbo_charge:R:1 method="wB97M-V/def2-TZVPD" total_charge=0 homo_lumo_gap_ha=0.3008 e_above_lowest_kcal_mol=85.7
P -2.511 -1.085 -0.058 0.507
N -1.546 1.600 -0.091 -0.388
C 0.945 1.398 0.140 -0.520
C -0.445 1.181 0.015 0.470
C 1.691 0.183 0.592 -0.398
C -2.739 0.961 -0.201 -0.458
C 1.517 -0.986 -0.398 -0.390
C -0.882 -1.194 0.095 -0.574
C 0.397 -1.925 -0.038 -0.529
H -3.673 1.278 0.434 0.231
H 0.292 -2.376 1.001 0.244
H 1.275 2.042 -0.740 0.251
H 2.438 -1.440 -0.548 0.210
H 1.196 0.032 1.531 0.220
H 2.807 0.249 0.706 0.226
H -3.071 1.146 -1.272 0.221
H 0.074 -2.741 -0.793 0.232
H 1.277 -0.506 -1.413 0.201
H 0.958 2.183 1.037 0.244

---

18
Properties=species:S:1:pos:R:3:nbo_charge:R:1 method="wB97M-V/def2-TZVPD" total_charge=0 homo_lumo_gap_ha=0.3639 e_above_lowest_kcal_mol=126.9
O -1.661 1.824 0.428 -0.512
C 0.399 -1.091 -0.947 -0.187
C -1.324 -0.498 0.882 -0.537
C 1.125 0.952 -0.560 -0.450
C 0.802 -0.101 -1.664 -0.215
C -1.984 0.696 0.152 0.452
C 0.198 -0.845 0.585 -0.214
C 1.372 0.320 0.767 -0.438
H 2.468 -0.124 0.738 0.225
H -1.984 -1.311 0.797 0.218
H 0.119 1.660 -0.328 0.262
H 2.115 1.654 -1.257 0.184
H -2.432 0.315 -0.812 0.119
H -0.126 -1.888 -1.209 0.184
H 0.893 0.737 1.815 0.241
H 1.139 -0.270 -2.672 0.233
H -1.490 -0.498 2.001 0.226
H 0.369 -1.532 1.285 0.207

---

18
Properties=species:S:1:pos:R:3:nbo_charge:R:1 method="wB97M-V/def2-TZVPD" total_charge=0 homo_lumo_gap_ha=0.3721 e_above_lowest_kcal_mol=118.7
O -1.712 0.381 0.838 -0.515
C -1.863 -0.629 0.081 -0.068
C 1.690 0.833 -0.071 -0.413
C 1.521 -0.456 0.705 -0.457
C 0.195 1.533 -0.313 -0.241
C 0.652 -1.517 -0.049 -0.199
C -0.590 -1.466 -0.405 -0.192
C -1.178 1.388 0.019 0.051
H 0.164 2.573 -0.739 0.204
H 2.489 -0.940 0.888 0.214
H -2.335 -0.322 -0.790 0.157
H 1.185 -2.208 -0.438 0.180
H 2.077 1.629 0.823 0.235
H 2.121 0.779 -1.063 0.234
H -1.015 -2.161 -1.203 0.194
H -1.817 2.189 -0.616 0.205
H 0.931 -0.298 1.640 0.226
H -2.517 -1.308 0.694 0.186

---

18
Properties=species:S:1:pos:R:3:nbo_charge:R:1 method="wB97M-V/def2-TZVPD" total_charge=0 smiles="C[C@H](O)C1C=CC=C1" homo_lumo_gap_ha=0.3529 e_above_lowest_kcal_mol=53.3
O -1.303 -0.422 1.292 -0.703
C 0.670 1.221 -0.251 -0.200
C 1.202 -1.112 -0.534 -0.184
C -2.385 0.439 -0.376 -0.624
C -1.288 -0.515 -0.032 0.135
C 2.117 -0.517 0.234 -0.244
C 1.887 0.939 0.362 -0.226
C 0.113 -0.080 -0.815 -0.327
H 0.046 2.051 -0.349 0.215
H 2.575 1.595 0.797 0.216
H -1.627 -1.449 -0.301 0.161
H 3.052 -0.917 0.618 0.215
H -2.123 1.339 0.243 0.212
H -2.567 0.550 -1.504 0.194
H -3.342 0.022 -0.008 0.216
H -0.478 -0.071 1.524 0.476
H -0.192 0.086 -1.839 0.242
H 1.178 -2.083 -1.045 0.225

---

19
Properties=species:S:1:pos:R:3:nbo_charge:R:1 method="wB97M-V/def2-TZVPD" total_charge=0 homo_lumo_gap_ha="0.2773 / 0.2986" e_above_lowest_kcal_mol=140.1
O -1.610 -1.037 0.486 -0.464
O 2.167 0.365 1.165 -0.702
C 1.207 -1.366 -0.339 -0.300
C 1.241 0.024 0.159 0.402
C -1.513 0.354 0.654 0.009
C -0.783 -0.589 1.464 0.024
C 0.245 -1.736 -1.213 -0.388
C 0.546 1.177 -0.505 -0.488
C -0.977 1.144 -0.552 -0.426
H -0.548 -1.018 -1.651 0.212
H -1.284 0.747 -1.410 0.210
H 1.851 -1.957 0.205 0.219
H -0.920 -0.699 2.463 0.168
H -1.215 2.233 -0.655 0.223
H 0.963 1.999 -0.044 0.212
H -2.511 0.689 1.017 0.174
H 1.050 1.387 -1.573 0.226
H 0.291 -2.811 -1.406 0.208
H 1.800 1.095 1.734 0.482

---

20
Properties=species:S:1:pos:R:3:nbo_charge:R:1 method="wB97M-V/def2-TZVPD" total_charge=0 smiles="C/C=C/SC(=C=CO)CO" homo_lumo_gap_ha=0.3187 e_above_lowest_kcal_mol=65.9
S 0.377 -0.226 -1.351 0.173
O 2.006 1.554 -2.691 -0.703
O 0.148 1.760 2.968 -0.692
C 2.341 1.663 -1.304 -0.111
C 1.306 1.084 -0.349 -0.103
C -2.844 -2.419 0.054 -0.655
C -0.799 -0.995 -0.220 -0.304
C 1.174 1.064 0.955 -0.155
C 0.956 0.994 2.232 0.117
C -1.781 -1.732 -0.688 -0.207
H 2.421 2.744 -1.240 0.210
H 1.991 0.665 -3.026 0.478
H 1.533 0.279 2.828 0.190
H -2.775 -3.443 -0.306 0.226
H -2.647 -2.504 1.149 0.211
H -2.014 -1.545 -1.731 0.199
H -0.633 -0.765 0.753 0.204
H 3.148 1.120 -0.918 0.192
H -0.040 2.658 2.719 0.497
H -3.868 -1.957 0.166 0.232

---

20
Properties=species:S:1:pos:R:3:nbo_charge:R:1 method="wB97M-V/def2-TZVPD" total_charge=0 smiles="C[C@@H]1C=C2[C@@H](O)[C@]2(O)[C@H]1O" homo_lumo_gap_ha=0.2971 e_above_lowest_kcal_mol=109.2
O -1.862 -2.574 0.794 -0.743
O 2.236 -0.306 0.605 -0.719
O 0.557 -2.332 0.002 -0.684
C -1.385 -1.193 0.762 0.034
C -0.858 0.629 -0.967 -0.137
C -1.412 -0.442 -0.452 -0.175
C 0.529 0.998 -0.712 -0.287
C 0.779 2.432 -0.408 -0.607
C 0.854 0.073 0.587 0.082
C 0.022 -1.117 0.398 0.256
H -1.512 1.336 -1.535 0.206
H 0.270 3.147 -0.995 0.215
H 1.891 2.441 -0.546 0.223
H 0.569 2.666 0.580 0.200
H 0.938 0.769 -1.633 0.220
H -0.243 -2.943 0.176 0.515
H 2.470 -1.001 -0.004 0.485
H -1.869 -0.632 1.499 0.213
H 0.741 0.747 1.461 0.208
H -2.715 -2.697 0.391 0.494